Record 1
Below is CH2O2S2 in the gas phase, with properties calculated with ωB97M-V/def2-TZVPD.

Output
- structure (SMILES) = O=S(=O)=CS
- HOMO level (eV) = -9.49
- orbital gap (hartree) = 0.275
- energy relative to the best compared isomer or geometry (same formula, charge and spin) (eV) = 2.996

CARTESIAN COORDINATES (ANGSTROEM)
C 0.27347 -0.52130 -0.50907
O 1.71270 0.62485 1.64001
O -0.50321 0.01690 2.14208
S -1.31545 -0.69417 -0.91771
S 0.39476 0.58013 1.18160
H 0.80151 0.16927 -1.37529
H -1.36379 -0.17569 -2.16161

Force components x, y, z for each atom (eV/Å):
1.3498 3.0284 -1.9244
3.2875 0.6315 0.3588
-1.3340 -0.0593 -0.0170
-0.9918 -0.8425 -0.3872
-1.4625 -0.8462 -0.2492
-0.8170 -1.9795 2.1893
-0.0320 0.0677 0.0298

Atomic partial charges in e from the Löwdin method, atoms 1 to 2: number 1, C, carries -0.620; number 2, O, carries -0.379



Record 2
Below is 2 unconnected molecules or ions with the total composition C16H17N, with properties calculated with ωB97M-V/def2-TZVPD.

Output
- structure (SMILES) = Cc1c[nH]c2ccccc12.Cc1ccccc1
- HOMO level (eV) = -7.81
- orbital gap (hartree) = 0.317
- energy relative to the best compared isomer or geometry (same formula, charge and spin) (eV) = 0.861

CARTESIAN COORDINATES (ANGSTROEM)
C -2.94169 1.17692 -1.52606
C -2.45932 1.38460 0.94260
C -2.12700 1.64849 -0.35024
C -0.39583 2.30649 0.99363
C -0.83255 2.24556 -0.35614
C 0.78209 2.93513 1.40617
C 0.01422 2.74405 -1.33809
C 1.56656 3.40209 0.37078
C 1.18615 3.39172 -0.96431
N -1.35498 1.69623 1.73825
H -3.29766 0.93635 1.44745
H -1.48781 1.61285 2.73093
H -3.30165 1.96258 -2.15818
H -3.58418 0.35724 -1.21370
H 1.01970 2.98773 2.45845
H -0.18248 2.74486 -2.40522
H 2.44868 3.97250 0.65027
H 1.78916 3.78319 -1.76118
H -2.29455 0.53790 -2.11116
C -1.02104 -2.76357 -0.71557
C 2.93935 -2.80858 0.86176
C 1.86121 -3.09347 1.71060
C 2.75972 -2.52612 -0.46884
C 0.59652 -2.98323 1.18229
C 1.48081 -2.71142 -1.01644
C 0.38311 -2.78815 -0.18598
H 3.94612 -2.79608 1.25881
H 2.08137 -3.23188 2.75612
H 3.55662 -2.12355 -1.07844
H -0.28221 -3.13662 1.80283
H 1.30423 -2.72758 -2.08824
H -1.11433 -1.92899 -1.41282
H -1.73153 -2.53002 0.07659
H -1.30678 -3.67723 -1.23693

Force components x, y, z for each atom (eV/Å):
1.4511 -0.9856 0.6209
1.6438 0.0398 0.2112
-1.3653 -0.6909 -0.3450
0.0465 0.1002 0.1221
0.3682 -0.0014 0.4312
-0.5549 -0.8071 -0.9182
0.5636 0.8405 -0.4504
0.7705 1.4968 1.0373
-0.8275 -1.2901 -0.2262
-1.7757 -0.1650 0.5905
-0.2411 -0.1012 -0.4063
0.7420 0.3915 0.0752
-0.7533 0.1857 -0.2370
-1.1171 0.7607 0.1743
0.3002 0.1318 -0.0546
-0.4877 -0.2513 0.1335
0.1357 -0.2291 -0.1167
0.4173 0.2662 0.0752
0.7003 0.2514 -0.7255
-0.0093 0.6387 -0.2329
0.3973 0.0873 0.6795
0.7646 0.6948 -0.7088
-0.8168 -0.4017 -0.5623
-0.6254 -0.3269 0.2069
0.1892 0.7996 -0.1899
-0.0630 -0.9187 0.5181
0.0024 0.1475 0.1459
-0.3012 -0.2642 0.1741
0.2122 -0.4980 -0.1058
0.1110 0.1463 0.0995
0.2044 0.4146 0.0109
-0.0362 -0.1012 -0.2147
-0.0287 -0.3158 0.0885
-0.0170 -0.0448 0.0992

Atomic partial charges in e from the Löwdin method, atoms 1 to 2: number 1, C, carries -0.043; number 2, C, carries -0.048



Record 3
Below is a molecular structure, C23H27N2O9S2Zr, with properties calculated with ωB97M-V/def2-TZVPD.

Output
- HOMO level (eV) = -11.79
- charge = +1
- orbital gap (hartree) = 0.300
- energy relative to the best compared isomer or geometry (same formula, charge and spin) (eV) = 0.000

CARTESIAN COORDINATES (ANGSTROEM)
Zr 0.66257 -1.11528 0.36538
O 3.06926 -2.28397 3.86228
C 2.25535 -2.35047 2.81837
O 2.29575 -1.47656 1.92819
C 1.25228 -3.47100 2.71463
O 0.62494 -3.30072 1.46108
C -0.65542 -3.96829 1.12284
C -0.79359 -3.80583 -0.36428
O -1.17886 -4.68987 -1.11999
O -0.46880 -2.57877 -0.75079
H 3.62703 -1.48904 3.72378
H 0.50619 -3.38472 3.52552
H 1.74016 -4.45836 2.77335
H -1.44993 -3.41243 1.65076
H -0.65781 -5.00660 1.40368
C 2.61485 -3.97137 -2.83293
C 3.09209 -2.62590 -3.42262
N 2.11271 -1.59317 -3.59399
C 1.27192 -1.68670 -4.78719
C 1.77060 -0.71139 -5.83826
C 1.82566 -0.67061 -2.65442
S 2.69328 -0.68772 -1.16072
N 0.90750 0.27374 -2.91374
C 0.18842 0.81134 -1.97472
O -0.00289 0.34877 -0.76321
C -0.40996 2.07217 -2.31292
C 0.04501 2.89845 -3.37063
C -0.37963 4.19571 -3.51111
C -1.22827 4.73655 -2.57364
C -1.69128 3.92234 -1.55573
C -1.27849 2.61914 -1.38133
H 3.15966 -4.76856 -3.33882
H 1.50955 -4.18505 -2.90106
H 2.87801 -4.05595 -1.76334
H 3.55691 -2.80555 -4.40807
H 3.90584 -2.25569 -2.79610
H 0.21241 -1.56356 -4.50745
H 1.42327 -2.69356 -5.18503
H 1.84707 0.30686 -5.42164
H 1.08074 -0.71704 -6.71401
H 2.79370 -1.00713 -6.17950
H 0.70946 2.50637 -4.13551
H 0.02990 4.76942 -4.32739
H -1.55753 5.76664 -2.63797
H -2.37182 4.33567 -0.84094
H -1.63933 1.97161 -0.58485
C -3.57366 4.27313 5.85969
C -2.97036 3.36189 4.86658
C -1.97968 3.79591 3.97405
C -1.35321 2.84109 3.18883
C -1.64780 1.48085 3.37994
C -2.79576 1.10419 4.05264
C -3.41396 2.05700 4.84273
S -0.55752 0.03360 2.86309
O 0.60356 0.58845 2.04629
O -0.17220 -0.63371 4.08583
O -1.18010 -0.95267 1.81260
H -3.00133 5.20806 5.93819
H -3.56413 3.74846 6.84661
H -4.62595 4.52727 5.62979
H -1.67976 4.84512 3.96808
H -0.61129 3.09832 2.44138
H -3.17338 0.09638 3.96253
H -4.20191 1.78279 5.51522

Force components x, y, z for each atom (eV/Å):
-1.2432 -0.7462 0.9200
-0.8065 -0.2041 -1.2606
0.4758 1.2544 -0.2430
-0.0390 -0.9770 0.5559
-0.5343 -0.5288 0.4862
-0.2747 0.4255 -0.9528
0.2820 0.4632 1.0837
-0.5299 -0.7089 -1.9000
0.6534 1.4737 1.5666
1.1384 1.1668 0.8471
-0.1488 -0.2409 0.2514
0.4060 0.0745 -0.0699
-0.0366 0.3602 0.0817
0.2061 -0.2793 -0.2279
0.2615 -0.3708 0.1689
-0.7928 -0.1866 0.4280
1.2879 -0.8127 -0.0134
-1.1951 1.3292 1.4269
-0.0612 -0.0599 -0.3933
0.1743 0.3443 -0.6767
-0.1576 -1.2902 -1.1244
0.4866 -0.4962 1.0382
0.4278 -1.0158 0.1944
0.3345 0.1053 -0.8328
-0.2097 -0.1155 -1.0050
-0.0375 1.7235 0.2355
0.0053 -1.2812 -0.2087
0.5361 -0.0308 -0.1742
-0.4158 -0.0101 0.1718
-0.4013 0.3827 0.6694
-0.2681 -0.1447 -0.3918
-0.1691 -0.0621 0.0091
1.0875 0.4091 -0.1997
-0.1609 0.2092 -0.3967
-0.3662 0.1381 0.2779
-0.1417 0.0746 -0.1079
0.5035 0.0763 -0.2001
-0.2915 -0.0051 0.2458
-0.1961 -0.3824 -0.2797
0.5889 0.0970 0.5851
-0.8162 0.1902 0.1844
0.0291 -0.1460 0.3205
-0.1329 0.1904 -0.0776
0.0177 -0.0687 0.0040
-0.3408 0.2168 0.3045
-0.0054 0.4523 0.0041
-0.3730 0.5031 1.1067
0.3499 0.4618 -0.4115
-0.3733 -0.5706 0.2360
1.0025 -0.7977 -0.2367
0.0100 -0.9071 -1.1395
0.2678 -0.0771 0.3323
0.1526 -0.4247 -0.3850
0.1220 0.5328 -1.7531
-0.8983 -0.8050 0.3186
-0.3595 0.2498 -0.7610
1.0164 1.2358 1.3140
-0.2540 -0.2637 0.0967
-0.0748 0.6383 -0.6043
0.4897 -0.1478 0.0503
-0.1045 -0.3432 -0.2397
0.2415 0.1139 0.3013
0.1029 -0.1796 0.4005
-0.4473 -0.2122 0.0496

Atomic partial charges in e from the Löwdin method, atoms 1 to 2: number 1, Zr, carries 1.802; number 2, O, carries 0.204



Sequential maximum force output: 3.83, 1.98, 2.29 eV/Å